# 1
22
Properties=species:S:1:pos:R:3:mulliken_charge:R:1 method="wB97M-V/def2-TZVPD" homo_lumo_gap_ha=0.294 energy_ev=-27338.5784 homo_ev=-5.130 multiplicity=1 e_lumo_ev=2.86 total_charge=-1
H -1.441 -1.005 1.761 0.373
H 2.486 -0.995 -0.539 0.351
H 2.532 -3.588 0.174 -0.276
N -0.704 1.360 -0.284 -0.037
Al 1.008 -3.325 -0.260 0.534
H 0.378 2.518 1.157 0.330
H 0.071 -4.607 -0.466 -0.370
H 1.085 2.483 -0.441 0.232
H -2.677 0.861 -0.758 0.348
H -0.378 3.428 -0.160 0.390
C 0.134 2.502 0.093 -1.045
H -2.550 2.329 0.228 0.336
I 1.931 -0.083 2.122 -0.258
H -2.101 2.341 -1.491 0.387
O 0.119 -2.102 0.795 -0.706
O -1.584 -0.097 1.463 -0.578
C 1.433 -0.946 -0.842 -0.266
B -0.602 0.184 0.570 0.457
O 1.062 -2.088 -1.563 -0.603
C 0.564 -0.881 0.450 0.346
C -2.078 1.749 -0.573 -1.145
H 1.313 -0.037 -1.435 0.200

# 2
23
Properties=species:S:1:pos:R:3:mulliken_charge:R:1 method="wB97M-V/def2-TZVPD" homo_lumo_gap_ha=0.179 energy_ev=-77678.4455 homo_ev=-0.386 multiplicity=1 e_lumo_ev=4.48 total_charge=-2 relative_energy_ev=0.0000
F -0.536 1.792 2.229 -0.493
H 2.197 -0.028 -0.861 0.215
H 0.326 -4.689 0.859 0.283
La 0.068 -2.001 -0.655 0.987
Cl -2.080 -0.559 -0.292 -0.697
H -1.182 -3.841 1.304 0.282
F 0.527 3.882 2.362 -0.374
C -0.022 2.618 -0.892 -0.854
F -1.028 3.355 3.993 -0.335
H -1.044 -2.365 -3.381 0.281
H 0.508 -1.538 -3.660 0.255
C 0.024 -2.355 -3.099 -1.304
H 0.468 -3.314 -3.433 0.286
C 1.567 -0.287 0.025 -0.963
H -0.080 3.571 -0.330 0.161
H 0.887 2.643 -1.522 0.191
Zn 0.204 1.156 0.433 0.305
B -0.716 3.318 2.655 0.591
H -0.906 2.553 -1.551 0.234
H 0.355 -3.372 2.072 0.258
F -1.739 3.788 1.839 -0.363
H 2.303 -0.627 0.781 0.361
C -0.101 -3.702 1.124 -1.305

# 3
18
Properties=species:S:1:pos:R:3:mulliken_charge:R:1 method="wB97M-V/def2-TZVPD" homo_lumo_gap_ha="0.211 / 0.337" energy_ev=-7978.3815 homo_ev="-4.983 / -10.021" multiplicity=3 e_lumo_ev="0.76 / -0.84" relative_energy_ev=0.0000
H -1.689 -1.242 -1.194 0.411
B 1.633 -0.140 -0.084 -0.122
H -1.264 0.074 1.479 0.323
N -0.027 -2.041 -0.184 -0.435
H -0.818 0.987 -1.457 0.235
H 3.027 -1.719 -0.257 0.223
H -2.205 -1.881 0.439 0.253
H -2.507 0.305 0.085 0.323
H 1.393 2.005 -0.724 0.218
N 2.846 -0.722 0.126 -0.172
H 0.086 -2.413 0.736 0.266
H 1.013 1.851 1.050 0.267
C -1.488 0.149 0.380 -0.648
H -1.135 2.199 -0.045 0.302
H 3.554 -0.342 0.692 0.208
C -1.318 -1.388 -0.188 -0.537
C -0.682 1.176 -0.301 -0.324
C 0.878 1.269 0.013 -0.791

# 4
18
Properties=species:S:1:pos:R:3:mulliken_charge:R:1 method="wB97M-V/def2-TZVPD" homo_lumo_gap_ha="0.292 / 0.163" energy_ev=-36540.0765 homo_ev="-21.931 / -21.914" multiplicity=3 e_lumo_ev="-13.99 / -17.48" total_charge=+3
C -1.848 0.185 -0.652 -0.469
Tm -0.209 2.550 1.706 1.886
H 2.708 -1.345 -1.273 0.067
H -0.714 1.133 1.090 0.065
H 0.294 -1.515 -0.107 0.425
H -1.344 -0.351 -1.460 0.432
C 0.405 -0.583 0.430 -0.659
H -1.469 -0.407 1.439 0.632
H 0.981 0.633 -1.287 0.366
H 1.540 1.251 0.314 0.125
B 2.758 -0.448 -0.504 0.090
H -2.053 1.207 -0.928 0.418
H 3.693 -0.175 0.162 0.064
H -2.963 -1.405 -0.339 0.469
C -0.919 0.111 0.657 -0.605
C 1.359 0.348 -0.310 -0.587
O -3.037 -0.415 -0.351 -0.126
H 0.821 -0.774 1.414 0.409

# 5
19
Properties=species:S:1:pos:R:3:mulliken_charge:R:1 method="wB97M-V/def2-TZVPD" homo_lumo_gap_ha="0.216 / 0.222" energy_ev=-103582.0081 homo_ev="-12.342 / -12.440" multiplicity=4 e_lumo_ev="-6.46 / -6.40" total_charge=+1 relative_energy_ev=1.7568
N -10.264 6.132 -5.429 -0.682
H -11.621 3.357 -6.776 0.185
H -12.545 7.696 -5.003 0.346
O -11.650 5.088 -7.800 -0.386
C -12.323 5.917 -6.784 -0.856
H -13.402 5.772 -6.816 0.426
H -9.820 5.577 -4.711 0.491
V -8.193 2.857 -4.461 0.885
H -13.378 6.453 -4.097 0.399
H -10.029 5.837 -6.366 0.328
H -11.877 6.921 -3.593 0.332
C -11.701 5.822 -5.404 0.764
H -11.680 4.810 -4.998 0.117
H -12.952 3.566 -8.058 0.291
H -11.364 3.348 -8.589 0.238
Br -9.638 4.056 -3.740 -0.103
C -11.925 3.751 -7.746 -0.561
H -12.158 6.934 -7.141 0.394
C -12.413 6.728 -4.522 -1.609

# 6
18
Properties=species:S:1:pos:R:3:mulliken_charge:R:1 method="wB97M-V/def2-TZVPD" homo_lumo_gap_ha="0.299 / 0.299" energy_ev=-19826.0962 homo_ev="-8.814 / -8.815" multiplicity=1 e_lumo_ev="-0.69 / -0.69" relative_energy_ev=1.1743
C 0.568 1.711 -0.477 -1.432
H -1.718 1.314 1.155 0.355
H 0.082 -2.060 -2.006 0.306
C 1.044 -0.189 1.021 -1.949
H 1.701 1.508 -0.650 0.314
H -2.050 0.622 -0.446 0.379
C -1.419 0.507 0.467 -1.526
N 0.215 -1.565 -1.083 -0.373
H 0.078 1.972 -1.465 0.376
H 0.591 -0.866 1.692 0.483
H 0.377 2.641 0.239 0.288
H 1.882 -0.577 0.570 0.606
Cl -1.575 -2.992 -0.382 -0.577
H -1.585 -0.454 1.003 0.382
H 1.380 0.588 1.844 0.325
H 0.373 -2.242 -0.389 0.291
N -0.016 -0.352 -1.106 -0.176
C 0.075 0.435 0.013 1.927

Please write out number 6 again, unchanged.
18
Properties=species:S:1:pos:R:3:mulliken_charge:R:1 method="wB97M-V/def2-TZVPD" homo_lumo_gap_ha="0.299 / 0.299" energy_ev=-19826.0962 homo_ev="-8.814 / -8.815" multiplicity=1 e_lumo_ev="-0.69 / -0.69" relative_energy_ev=1.1743
C 0.568 1.711 -0.477 -1.432
H -1.718 1.314 1.155 0.355
H 0.082 -2.060 -2.006 0.306
C 1.044 -0.189 1.021 -1.949
H 1.701 1.508 -0.650 0.314
H -2.050 0.622 -0.446 0.379
C -1.419 0.507 0.467 -1.526
N 0.215 -1.565 -1.083 -0.373
H 0.078 1.972 -1.465 0.376
H 0.591 -0.866 1.692 0.483
H 0.377 2.641 0.239 0.288
H 1.882 -0.577 0.570 0.606
Cl -1.575 -2.992 -0.382 -0.577
H -1.585 -0.454 1.003 0.382
H 1.380 0.588 1.844 0.325
H 0.373 -2.242 -0.389 0.291
N -0.016 -0.352 -1.106 -0.176
C 0.075 0.435 0.013 1.927